16
Properties=species:S:1:pos:R:3:lowdin_charge:R:1 method="wB97M-V/def2-TZVPD" homo_lumo_gap_ev="3.6 / 6.4" multiplicity=2 s_squared=0.75
Na -17.9731 -12.6614 -8.1769 0.4759
Na -17.3256 -10.1416 -5.8901 0.4169
Na -15.1753 -13.0919 -4.4766 0.6689
O -19.1428 -14.3111 -6.9210 -0.4962
H -18.5226 -13.6927 -6.4879 -0.2225
O -16.3037 -12.2302 -6.3847 -0.5009
H -17.0240 -12.5460 -5.8051 -0.0901
O -14.6512 -10.6708 -7.7679 -0.0727
H -15.1692 -11.3012 -7.2673 -0.0635
H -15.0662 -9.8262 -7.5926 0.0000
O -18.2964 -13.3370 -3.8464 -0.0662
H -18.5903 -13.1024 -4.7267 -0.0169
H -19.0324 -13.8179 -3.4679 0.0508
O -15.5906 -13.7450 -8.4072 -0.0608
H -15.8190 -13.2867 -7.5985 -0.0690
H -15.6905 -14.6727 -8.1938 0.0464


19
Properties=species:S:1:pos:R:3:lowdin_charge:R:1 method="wB97M-V/def2-TZVPD" homo_lumo_gap_ev=9.3
C -1.2830 0.6507 -1.1884 -0.1288
C -0.3408 -0.5467 -1.5339 -0.2256
O 0.5928 -0.2094 -2.5528 -0.0448
O -0.4755 1.7262 -0.5215 -0.0512
H -2.1070 0.2424 -0.6032 0.1220
H -1.7497 1.0625 -2.0833 0.1179
H -0.9413 -1.3681 -1.9249 0.1254
H 0.1833 -0.7629 -0.6030 0.0760
H 1.4578 -0.2259 -2.1367 0.0896
H -1.0914 2.3292 -0.0988 0.1158
O 1.7864 0.7924 2.7880 -0.0936
H 1.0825 0.5414 2.1899 -0.1516
H 1.7423 1.7479 2.8230 0.0154
O 0.2560 0.5071 1.2102 -0.0456
H 0.3277 -0.4470 1.1809 -0.0270
H -0.1182 0.7457 0.3621 -0.0689
O 0.1355 -1.9135 1.0493 -0.0085
H 1.0075 -2.2809 0.9051 0.0937
H -0.4649 -2.5909 0.7381 0.0900


15
Properties=species:S:1:pos:R:3:lowdin_charge:R:1 method="wB97M-V/def2-TZVPD" homo_lumo_gap_ev=8.7 total_charge=+1
C 0.1098 0.0726 2.0686 -0.3126
C -0.3447 1.1877 -0.4690 -0.3107
N -0.4061 -1.9086 -0.7920 0.0572
N 0.1543 1.3524 -1.6673 0.1275
P 0.6857 1.3947 0.9485 0.9351
H 0.9891 0.0654 2.8772 0.0977
H 0.1122 -0.9015 1.5495 0.0190
H -0.7586 0.4005 2.6295 0.0400
H -1.2285 0.7005 -0.3959 0.0596
H 0.1232 -2.7611 -0.8024 0.0387
H -0.6183 -1.6629 -1.7003 -0.0151
H -0.5032 1.1542 -2.5204 0.2004
H 0.9989 1.7085 -1.8873 0.0738
H -1.2916 -2.0168 -0.3613 0.0211
H 1.9777 1.2146 0.5226 -0.0316